No. 1
C14H19Br2FN3O7P | ωB97M-V with the def2-TZVPD basis set

Output
Spin multiplicity: 1
E_LUMO in eV: -1.580
Molar mass in g mol⁻¹: 551.100

XYZ file:
```
47
Properties=species:S:1:pos:R:3:forces:R:3:nbo_charge:R:1
C 1.065346 3.635181 2.277451 -0.169 0.006 0.320 -0.09
C 0.765353 2.904726 1.381156 -0.272 -0.113 0.471 -0.09
C 0.326610 1.929351 0.451151 -0.194 -0.353 -0.712 -0.02
C -1.054465 1.677610 0.286126 0.051 0.544 0.337 0.20
C -2.039728 2.492044 1.064387 -0.659 0.337 -0.720 -0.13
O -1.866479 3.837333 0.592750 0.498 0.057 0.099 -0.43
N -2.656646 4.723808 1.392135 -0.004 -0.175 0.523 0.39
O -2.019856 5.622665 1.753452 -0.155 0.157 -0.390 -0.22
N -1.520837 0.778725 -0.532966 0.240 -0.010 0.244 -0.14
N -0.649995 0.081763 -1.224580 0.168 -1.189 -0.223 -0.07
C -1.266384 -0.956466 -2.126925 -0.948 0.193 -0.642 0.02
O -2.599376 -1.148339 -1.846271 0.241 0.087 0.545 -0.50
C -2.900854 -2.104630 -0.844670 -0.110 -0.579 -0.566 0.24
O -1.877885 -2.282239 0.089550 -0.573 0.266 0.139 -0.55
C -2.204710 -1.959411 1.432934 0.940 -0.444 0.508 -0.08
C -1.646514 -3.075478 2.313700 0.053 -0.063 -0.379 -0.08
O -1.868058 -2.810436 3.688561 -0.032 -0.049 -0.193 -0.71
C 0.674627 0.230717 -1.209973 0.312 1.025 0.322 0.31
C 1.530793 -0.576611 -2.148182 0.382 -0.642 0.152 -0.35
Br 2.575362 0.612659 -3.282261 -0.063 -0.021 0.147 0.12
C 2.371841 -1.731161 -1.481522 0.179 0.457 -0.540 -0.22
C 3.880192 -1.645269 -1.588515 0.315 -0.266 0.728 -0.65
Br 1.815199 -2.065404 0.377425 0.002 0.011 -0.046 -0.02
C 1.205346 1.189943 -0.310146 0.050 0.255 0.203 -0.34
P 3.036523 1.512469 -0.075318 1.509 -1.140 -1.018 1.35
O 3.236159 0.943491 1.442336 -0.814 0.324 -0.078 -0.97
O 3.097907 3.133151 0.049356 -0.488 0.138 0.205 -0.98
H 1.278178 4.248272 3.116340 0.178 0.207 -0.014 0.25
H -1.827479 2.454090 2.131118 0.006 -0.132 0.103 0.20
H -3.055544 2.175751 0.836027 -0.036 -0.271 0.187 0.22
H -0.671355 -1.861683 -2.135351 0.069 -0.150 0.623 0.18
H -1.144001 -0.472059 -3.122166 0.199 0.283 -0.493 0.35
H -3.064821 -3.065253 -1.343194 0.143 -0.049 -0.075 0.15
H -3.847770 -1.803544 -0.400338 0.058 0.207 0.194 0.16
H -1.699652 -1.034631 1.726572 -0.297 0.277 -0.069 0.16
H -3.274825 -1.921580 1.621844 -0.138 0.332 -0.202 0.18
H -2.133414 -3.999644 2.004778 -0.145 -0.139 0.345 0.18
H -0.584437 -3.220522 2.120443 0.134 0.082 -0.151 0.17
H -1.075441 -2.371681 4.006159 -0.081 0.029 0.229 0.47
H 0.918262 -1.063212 -2.886996 -0.309 0.377 -0.249 0.31
H 2.089373 -2.645525 -1.987236 -0.296 -0.119 0.068 0.23
H 4.228370 -1.893094 -2.586923 -0.172 0.111 -0.187 0.23
H 4.292153 -0.687884 -1.292050 -0.110 0.197 -0.038 0.24
H 4.294356 -2.388530 -0.908107 0.088 -0.114 -0.063 0.23
H 2.394590 0.811033 1.900481 0.229 0.089 0.306 0.49
H 3.693424 3.456278 -0.635038 0.062 0.029 -0.034 0.51
F -0.219442 0.333225 -4.087503 -0.042 -0.062 0.084 -0.88
```
Positions in Å, forces in eV/Å.

***

No. 2
C14H19BrCo | ωB97M-V with the def2-TZVPD basis set

Output
Net charge: -1
Spin multiplicity: 5
<S²>: 6.048
E_LUMO (alpha / beta) in eV: 3.478 / 1.350
Molar mass in g mol⁻¹: 326.143

XYZ file:
```
35
Properties=species:S:1:pos:R:3:forces:R:3:mulliken_spin:R:1
C -1.491084 -1.683276 -3.384770 0.606 -0.732 -0.447 0.02
C -1.746058 -2.774920 -2.485793 -1.536 -0.497 -0.675 0.02
C -2.549448 -2.230402 -1.408181 -1.728 -0.919 -0.634 0.00
H -1.394834 -3.796442 -2.593533 -0.391 0.125 -0.185 0.01
C -2.646593 -0.816133 -1.620220 -1.337 -0.112 -0.164 0.00
C -1.894232 -0.473318 -2.784063 -1.498 -0.267 -0.477 0.02
H -1.753951 0.497508 -3.212204 -0.133 0.341 -0.102 0.01
H -1.179148 -1.793963 -4.417085 0.677 0.098 0.281 0.01
H -3.019807 -2.785755 -0.609550 0.030 0.016 -0.001 0.00
H -3.279169 -0.179057 -1.047713 -0.019 0.544 0.434 0.00
Co -0.848303 -1.483064 -1.398567 4.789 1.215 1.343 1.93
Br 0.474635 -0.854283 0.393222 1.341 -1.452 -0.489 0.18
C 3.158816 1.300756 -0.796800 -0.968 1.798 -0.796 -0.04
C 2.365113 2.139778 -1.684973 1.718 -1.083 3.245 0.32
C 1.799953 1.264764 -2.670579 0.789 -2.021 -0.561 0.25
H 2.216527 3.225760 -1.583637 -0.128 -0.780 0.069 0.01
C 2.448097 0.026095 -2.589444 -0.777 1.086 0.085 0.01
C 3.238632 -0.002236 -1.402543 -0.286 1.031 -0.002 0.39
H 3.775154 -0.858042 -0.996677 -0.230 0.249 -0.140 0.02
H 3.524949 1.551619 0.227462 -0.117 -0.030 -1.301 0.00
H 0.878717 1.412048 -3.214375 0.265 0.311 -0.388 0.03
H 2.261055 -0.807601 -3.221228 -0.275 -0.513 -0.237 0.00
C -1.451152 0.696044 4.223163 -0.093 -0.072 -0.398 0.04
C -0.306139 1.005130 3.206297 -0.312 0.463 0.011 -0.05
C 0.997344 0.229249 3.453936 0.427 0.052 0.970 0.02
C -0.559946 0.890625 1.716046 -1.552 1.855 0.845 0.83
H -1.697604 -0.369638 4.329930 0.117 0.143 -0.205 0.00
H -2.394235 1.238951 3.985166 0.637 -0.339 -0.148 -0.02
H -1.159237 1.060070 5.215781 0.117 -0.142 -0.068 0.01
H -0.182385 2.086158 3.383874 0.606 -0.106 0.025 0.04
H 0.758306 -0.832700 3.550834 0.031 -0.019 -0.061 0.01
H 1.664879 0.309062 2.590280 -0.128 0.113 0.204 -0.01
H 1.578744 0.518899 4.360052 -0.505 0.003 -0.343 0.00
H -0.038200 1.671521 1.139186 -0.360 -0.511 0.185 0.00
H -1.549383 0.616787 1.346692 0.224 0.153 0.125 -0.03
```
Positions in Å, forces in eV/Å.

***

No. 3
C14H19ClN2O3Pb | ωB97M-V with the def2-TZVPD basis set

Output
Net charge: +2
Spin multiplicity: 1
E_LUMO (alpha / beta) in eV: -10.859 / -10.712
Molar mass in g mol⁻¹: 505.970
ΔE to the lowest compared entry with this formula, charge and spin in eV: 0.191

XYZ file:
```
40
Properties=species:S:1:pos:R:3:forces:R:3:nbo_charge:R:1
Cl -0.372246 3.924247 -2.184013 -0.152 -0.757 0.306 -0.61
C -2.527418 0.190780 -2.967257 0.384 0.717 -0.641 -0.14
C -1.674587 -0.941983 -2.735646 0.316 -0.296 -0.318 -0.04
C -0.430706 -0.683221 -3.380367 0.175 -0.844 0.423 -0.14
H -1.957817 -1.835390 -2.161702 0.329 0.470 -0.354 0.29
C -0.453412 0.600451 -3.991499 0.320 0.038 -0.239 0.18
C -1.767023 1.139504 -3.749589 -0.974 -0.693 0.375 -0.14
H -2.103972 2.092323 -4.103288 -0.177 0.326 -0.125 0.29
H -3.555263 0.306960 -2.609944 0.433 -0.020 -0.243 0.28
H 0.447887 -1.339623 -3.365353 -0.493 0.214 -0.033 0.28
C 0.682253 1.301821 -4.647785 -0.046 0.156 0.426 -0.71
Pb -0.485402 1.588367 -1.119316 0.635 0.226 0.368 1.21
C 2.268638 1.923606 -1.040156 3.042 0.619 2.529 0.51
O 3.139316 2.125696 -0.320217 -2.649 -0.595 -2.385 -0.38
C -2.082159 2.589582 0.628833 -0.935 3.069 2.336 0.49
O -2.294937 3.455776 1.339608 0.428 -2.409 -1.803 -0.35
H 1.641612 1.040035 -4.180976 -0.217 -0.256 -0.200 0.27
H 0.581576 2.389572 -4.567951 -0.236 -0.169 -0.138 0.29
H 0.752881 1.045294 -5.716474 -0.096 -0.090 0.126 0.32
C -1.566611 0.195692 2.443369 -0.267 -0.161 0.553 -0.43
N -0.156614 0.258610 2.025075 -0.017 0.475 -0.273 -0.49
C 0.757442 0.508624 3.168463 -0.406 -0.216 -0.444 -0.22
C 0.921627 -0.769742 3.964736 -0.230 0.410 0.833 -0.44
C 1.526225 -1.866277 3.147799 0.287 0.154 0.026 -0.21
N 1.063179 -1.751330 1.774210 -0.107 -0.121 0.025 -0.39
C 1.446609 -2.846421 0.914947 -0.341 0.099 -1.279 -0.44
C 0.213828 -0.848418 1.255269 0.879 -0.988 -0.805 0.80
O -0.149417 -0.995177 0.048714 -0.823 1.365 0.785 -0.76
H -1.708120 -0.656327 3.146442 -0.278 0.393 -0.647 0.21
H -2.221065 0.111866 1.562852 0.168 -0.206 0.415 0.21
H -1.836580 1.098636 3.016686 0.211 -0.245 -0.389 0.22
H 1.698791 0.887056 2.772766 0.115 -0.070 0.022 0.21
H 0.294079 1.301586 3.750325 0.129 -0.005 0.154 0.23
H -0.060234 -1.080988 4.323912 0.079 0.056 0.225 0.21
H 1.553776 -0.558022 4.818552 -0.041 -0.100 0.333 0.25
H 1.263395 -2.868388 3.509240 -0.055 0.265 0.031 0.23
H 2.623991 -1.806719 3.191317 -0.211 0.001 -0.356 0.22
H 2.538635 -2.902523 0.816941 -0.292 -0.095 0.116 0.22
H 1.021423 -3.808710 1.253606 0.261 0.477 -0.061 0.22
H 0.966418 -2.516844 -0.032127 0.852 -1.196 0.327 0.24
```
Positions in Å, forces in eV/Å.

***

No. 4
C14H19ClN2O4S | ωB97M-V with the def2-TZVPD basis set

Output
Spin multiplicity: 1
Structure (SMILES): Cc1cc(Cl)c(S(=O)(=O)NC2CCCC2)cc1OCC(N)=O
E_LUMO in eV: 0.313
Molar mass in g mol⁻¹: 346.836
ΔE to the lowest compared entry with this formula, charge and spin in eV: 0.802

XYZ file:
```
41
Properties=species:S:1:pos:R:3:forces:R:3:nbo_charge:R:1
C -5.057291 -0.415589 0.634095 0.064 -0.024 -0.009 -0.63
C -3.778155 0.299745 0.340921 0.226 -0.282 0.012 -0.03
C -3.740791 1.665992 0.132668 0.389 0.017 -0.064 -0.21
C -2.537686 2.304222 -0.146816 0.020 -0.215 0.020 -0.03
Cl -2.449650 3.996356 -0.386330 -0.539 0.582 0.028 0.05
C -1.375359 1.566504 -0.236067 0.347 0.322 -0.084 -0.34
S 0.154449 2.425258 -0.611440 0.481 -0.526 -0.187 2.32
O 0.056618 3.060605 -1.890120 -0.028 -0.260 -0.156 -0.93
O 0.520549 3.205896 0.534955 -0.018 -0.261 0.104 -0.93
N 1.219637 1.147302 -0.790527 -0.746 0.737 -0.100 -0.88
C 2.121882 0.854854 0.302234 0.052 -0.024 0.447 -0.06
C 2.581435 -0.620631 0.270454 0.031 0.027 -0.104 -0.42
C 4.081566 -0.574379 -0.022597 0.023 -0.051 0.211 -0.40
C 4.529986 0.723804 0.643282 0.004 0.044 -0.167 -0.40
C 3.411190 1.698638 0.284326 0.038 -0.059 0.211 -0.42
C -1.388383 0.201870 -0.018989 -0.137 -0.411 0.108 -0.28
C -2.582708 -0.440757 0.275189 -0.016 0.688 0.009 0.38
O -2.696753 -1.771076 0.541491 -0.033 -0.106 -0.082 -0.49
C -1.551730 -2.575921 0.451321 -0.149 0.044 -0.092 -0.17
C -1.008553 -2.679481 -0.982399 -0.001 -0.049 0.367 0.64
N 0.210497 -3.269283 -1.049350 0.329 -0.181 -0.108 -0.83
O -1.598609 -2.270589 -1.948418 -0.253 0.103 -0.181 -0.58
H -5.899990 0.268018 0.606860 -0.082 0.034 0.007 0.22
H -5.208466 -1.207516 -0.096719 -0.101 -0.080 -0.021 0.23
H -5.006413 -0.885282 1.614894 -0.078 -0.063 0.067 0.23
H -4.647007 2.247812 0.184962 -0.115 0.064 0.008 0.23
H 1.660980 1.186657 -1.696401 -0.094 0.123 -0.260 0.41
H 1.542490 1.066894 1.203282 0.193 -0.109 0.058 0.22
H 2.027685 -1.179341 -0.483316 -0.083 -0.066 0.077 0.22
H 2.407018 -1.082626 1.242801 -0.029 -0.055 0.035 0.20
H 4.606524 -1.448092 0.361369 0.048 -0.054 -0.091 0.21
H 4.253094 -0.514585 -1.098185 0.052 -0.022 -0.083 0.19
H 4.578868 0.588364 1.724553 0.053 -0.010 0.076 0.20
H 5.503759 1.061476 0.292935 0.072 0.020 0.083 0.21
H 3.565572 2.087971 -0.724090 0.009 0.040 -0.041 0.20
H 3.342406 2.545662 0.962467 -0.011 0.104 -0.058 0.23
H -0.455538 -0.326459 -0.110575 0.060 -0.139 -0.025 0.24
H -0.760719 -2.226951 1.129837 -0.059 -0.041 -0.057 0.19
H -1.880685 -3.570447 0.769972 0.147 0.113 -0.020 0.22
H 0.647698 -3.695595 -0.252170 -0.014 0.036 0.028 0.39
H 0.600583 -3.449294 -1.960343 -0.051 -0.011 0.036 0.41
```
Positions in Å, forces in eV/Å.

***

No. 5
C14H19ClN2Pd | ωB97M-V with the def2-TZVPD basis set

Output
Spin multiplicity: 3
<S²>: 2.021
E_LUMO (alpha / beta) in eV: -0.093 / -1.100
Molar mass in g mol⁻¹: 357.193
ΔE to the lowest compared entry with this formula, charge and spin in eV: 0.209

XYZ file:
```
37
Properties=species:S:1:pos:R:3:forces:R:3:mulliken_spin:R:1
C -3.805002 -0.039567 0.381350 -0.598 0.195 0.133 0.02
C -4.031324 1.232415 -0.429702 -0.944 -0.042 -0.363 0.00
H -4.002916 -0.905903 -0.245823 0.115 -0.187 0.066 -0.01
H -4.544316 -0.037837 1.197165 0.317 -0.235 -0.115 0.00
H -2.807538 -0.133198 0.829846 -0.165 0.035 -0.113 -0.01
H -3.341544 1.369757 -1.258829 -0.157 -0.169 0.098 0.00
H -5.035810 1.196178 -0.873850 0.117 -0.046 0.138 0.00
H -4.000817 2.127853 0.191792 -0.033 -0.059 -0.117 0.00
C 0.558882 -2.734431 0.106710 0.838 -0.699 -0.238 -0.05
C 1.451540 -3.791643 -0.054158 -1.169 0.343 0.556 0.13
C 2.554203 -3.604083 -0.886605 0.921 0.903 -0.903 0.05
C 2.751857 -2.371394 -1.502677 -0.042 -0.782 0.335 0.02
H -0.288013 -2.779299 0.792871 0.153 -0.170 -0.252 0.00
H 1.287416 -4.723417 0.471024 0.004 0.054 -0.035 0.01
H 3.288586 -4.397277 -1.029474 -0.194 0.202 0.087 0.01
H 3.659302 -2.147868 -2.061660 -0.283 -0.330 0.058 0.02
N 0.718198 -1.575220 -0.537675 -1.185 0.656 0.405 0.12
C 1.793769 -1.349644 -1.333229 1.120 1.152 -0.425 0.12
C 1.990410 0.012900 -1.839599 0.472 -1.499 0.439 0.15
N 1.064037 0.929975 -1.467616 -0.921 0.173 0.883 0.25
C 1.197194 2.227947 -1.729647 0.815 0.386 -0.775 -0.03
C 3.226217 1.797961 -2.921588 0.379 -1.563 0.302 0.06
C 2.259875 2.711199 -2.484545 -1.083 -0.003 0.427 0.12
H 0.422714 2.861705 -1.307980 0.286 0.081 -0.299 0.02
H 2.317218 3.760445 -2.721005 0.056 0.108 0.020 0.01
C 3.134166 0.455314 -2.547084 -0.109 0.817 -0.391 0.02
H 3.936281 -0.254508 -2.749628 -0.275 0.331 -0.230 0.02
H 4.068925 2.123661 -3.517323 0.037 0.045 0.098 0.01
Pd -0.416176 0.237440 -0.086003 1.422 -1.687 -0.589 0.69
C -1.344603 1.941749 0.043926 -0.034 0.893 0.215 0.04
H -1.642675 2.058758 -1.013109 -0.043 0.362 0.487 0.00
H -0.671997 2.750230 0.337365 -0.157 -0.064 0.119 0.00
H -2.194503 1.852723 0.732277 0.635 0.377 -0.327 0.01
Cl -0.227893 1.270261 2.867437 -0.206 0.265 0.809 0.04
C 0.416873 0.089758 1.765674 0.337 -0.160 -0.215 0.14
H 1.493114 0.262631 1.679138 -0.227 0.004 -0.231 0.00
H 0.253750 -0.928669 2.137735 -0.198 0.314 -0.055 0.01
```
Positions in Å, forces in eV/Å.

***

Q: What is the spin multiplicity in the second record?
A: 5

***

Q: What is the molar mass in the fourth record?
A: 346.836 g mol⁻¹